[1]
# C23H51N2O3

2 unconnected molecules or ions with the total composition C23H51N2O3 (ωB97M-V/def2-TZVPD, the OMol25 dataset).

```
! RIJCOSX wB97M-V def2-TZVPD def2/J DEFGRID3
* xyz 1 1
C 4.918 -1.955 -2.159
C 4.128 -0.897 -1.355
C 2.785 -0.658 -2.077
C 2.217 0.736 -1.834
C 0.992 0.987 -2.750
C 0.093 2.067 -2.130
C -0.958 1.425 -1.213
C -1.957 2.503 -0.700
C -3.413 2.229 -1.118
C -4.332 1.824 0.058
C -5.406 0.817 -0.352
C -4.900 -0.628 -0.249
C -5.964 -1.696 -0.573
C -5.866 -2.177 -2.070
C -6.855 -1.330 -2.873
N -6.680 -1.372 -4.367
C -5.286 -1.171 -4.878
C -4.548 0.011 -4.217
O -4.587 1.052 -4.701
H 5.286 -1.477 -3.067
H 5.712 -2.421 -1.584
H 4.190 -2.697 -2.490
H 4.682 0.037 -1.278
H 3.977 -1.280 -0.349
H 2.974 -0.839 -3.139
H 2.079 -1.431 -1.758
H 1.878 0.809 -0.799
H 2.985 1.479 -2.045
H 1.363 1.272 -3.734
H 0.459 0.039 -2.851
H 0.662 2.820 -1.588
H -0.462 2.571 -2.929
H -1.485 0.630 -1.744
H -0.438 0.986 -0.359
H -1.859 2.627 0.376
H -1.654 3.437 -1.169
H -3.817 3.151 -1.534
H -3.461 1.481 -1.912
H -4.778 2.741 0.437
H -3.727 1.431 0.879
H -6.285 0.918 0.288
H -5.682 1.077 -1.382
H -4.593 -0.780 0.786
H -4.005 -0.712 -0.871
H -6.963 -1.274 -0.462
H -5.843 -2.555 0.073
H -4.828 -2.050 -2.358
H -6.157 -3.225 -2.063
H -6.866 -0.318 -2.478
H -7.842 -1.742 -2.676
H -7.081 -2.213 -4.788
H -7.236 -0.597 -4.747
H -5.284 -1.090 -5.960
H -4.735 -2.084 -4.649
H -3.961 -0.189 -3.305
C 6.610 1.681 6.045
O 6.483 0.273 5.960
C 5.319 -0.237 6.602
C 4.361 -0.820 5.582
N 3.758 0.230 4.768
C 3.003 -0.266 3.621
C 3.777 -0.988 2.520
O 4.675 -0.158 1.806
C 5.969 -0.044 2.377
H 7.577 1.953 5.624
H 5.825 2.190 5.477
H 6.581 2.015 7.087
H 4.829 0.524 7.216
H 5.648 -1.040 7.269
H 3.570 -1.367 6.104
H 4.926 -1.534 4.968
H 4.490 0.841 4.428
H 2.513 0.600 3.167
H 2.206 -0.924 3.984
H 3.042 -1.331 1.784
H 4.285 -1.889 2.883
H 6.270 -0.953 2.902
H 6.026 0.813 3.052
H 6.675 0.135 1.565
*
```

Energy above the lowest of the compared OMol25 structures with the same formula, charge and spin = 0.0 kcal/mol

[2]
# C23H52INO16PS5

6 unconnected molecules or ions with the total composition C23H52INO16PS5 (ωB97M-V/def2-TZVPD, the OMol25 dataset).

```
! RIJCOSX wB97M-V def2-TZVPD def2/J DEFGRID3
* xyz 1 1
C -1.910 3.658 -1.590
C -1.424 2.252 -1.878
C -0.140 1.910 -1.472
C 0.334 0.666 -1.722
C -0.385 -0.294 -2.397
C -1.644 0.027 -2.805
C -2.154 1.279 -2.525
C -3.575 1.609 -2.945
N -4.462 1.709 -1.705
P -3.986 0.445 -0.386
O -5.400 -0.210 0.142
I -3.144 1.702 1.539
H -2.888 3.901 -2.010
H -1.861 3.867 -0.519
H -1.207 4.358 -2.051
H 0.435 2.658 -0.939
H 1.328 0.391 -1.383
H -0.009 -1.289 -2.593
H -2.306 -0.651 -3.333
H -3.587 2.551 -3.492
H -3.976 0.840 -3.606
H -5.435 1.589 -1.994
H -4.328 2.654 -1.329
H -6.088 -0.107 -0.533
O -7.173 6.010 0.337
S -6.947 5.117 -0.748
O -5.851 5.305 -1.655
O -8.284 4.936 -1.571
C -8.934 6.118 -2.105
C -8.192 6.687 -3.295
C -6.844 3.466 -0.143
H -9.060 6.864 -1.319
H -9.929 5.800 -2.407
H -7.214 7.070 -3.004
H -8.754 7.507 -3.739
H -8.027 5.917 -4.050
H -7.672 3.260 0.529
H -5.895 3.395 0.388
H -6.861 2.793 -0.996
O -6.996 7.432 -7.583
S -5.814 6.977 -8.248
O -5.642 5.598 -8.584
O -4.537 7.467 -7.420
C -4.447 7.109 -6.033
C -4.104 5.642 -5.846
C -5.530 7.952 -9.684
H -5.372 7.368 -5.513
H -3.654 7.721 -5.606
H -4.907 4.999 -6.205
H -3.942 5.426 -4.788
H -3.205 5.384 -6.407
H -5.626 9.003 -9.424
H -6.284 7.673 -10.417
H -4.537 7.732 -10.067
O 0.405 -4.940 0.375
S 0.933 -3.612 0.364
O 1.061 -2.884 -0.864
O 2.321 -3.597 1.125
C 3.360 -4.502 0.679
C 3.997 -4.054 -0.620
C 0.042 -2.618 1.514
H 2.966 -5.516 0.597
H 4.114 -4.508 1.464
H 3.288 -4.095 -1.446
H 4.841 -4.698 -0.865
H 4.344 -3.023 -0.540
H -0.034 -3.151 2.458
H -0.947 -2.446 1.095
H 0.565 -1.673 1.639
O 5.909 -6.698 1.313
S 5.860 -6.845 2.736
O 5.811 -5.699 3.593
O 7.046 -7.789 3.201
C 8.395 -7.429 2.828
C 8.928 -6.260 3.633
C 4.534 -7.919 3.165
H 8.444 -7.230 1.757
H 9.001 -8.312 3.021
H 8.380 -5.344 3.414
H 9.978 -6.087 3.399
H 8.829 -6.451 4.702
H 4.580 -8.806 2.539
H 3.607 -7.377 2.985
H 4.618 -8.176 4.217
O 9.073 -3.315 6.940
S 7.718 -3.118 7.356
O 7.352 -1.992 8.157
O 7.202 -4.448 8.065
C 7.960 -4.960 9.179
C 7.772 -4.136 10.438
C 6.657 -3.187 5.955
H 9.014 -5.035 8.908
H 7.596 -5.972 9.347
H 8.183 -3.135 10.322
H 8.275 -4.613 11.280
H 6.712 -4.028 10.671
H 6.908 -4.060 5.358
H 6.820 -2.278 5.379
H 5.626 -3.231 6.297
*
```

[3]
# C23H53BrN13O22

11 unconnected molecules or ions with the total composition C23H53BrN13O22 (ωB97M-V/def2-TZVPD, the OMol25 dataset).

```
! RIJCOSX wB97M-V def2-TZVPD def2/J DEFGRID3
* xyz 1 1
C -2.038 0.967 -1.521
C -0.613 0.396 -1.562
C -0.383 -0.375 -2.872
N -0.265 -1.841 -2.698
C 0.745 -2.222 -1.819
N 1.961 -1.710 -1.779
C 2.653 -2.334 -0.744
C 4.040 -2.111 -0.253
C 4.131 -0.729 0.417
C 3.366 -0.704 1.744
Br 5.997 -0.231 0.610
C 1.821 -3.214 -0.223
N 0.602 -3.144 -0.904
C -0.620 -3.914 -0.715
C -0.677 -4.717 0.588
C -1.891 -4.275 1.456
C -1.768 -2.839 1.917
O -2.641 -2.034 1.720
O -0.619 -2.480 2.600
H -2.297 1.229 -0.497
H -2.149 1.831 -2.164
H -2.717 0.166 -1.817
H 0.110 1.210 -1.518
H -0.465 -0.205 -0.662
H 0.455 0.039 -3.447
H -1.263 -0.223 -3.490
H -0.071 -2.229 -3.623
H 2.340 -0.999 -2.382
H 4.808 -2.295 -0.997
H 4.198 -2.851 0.528
H 3.643 -0.007 -0.234
H 3.174 -1.713 2.109
H 3.922 -0.142 2.483
H 2.396 -0.229 1.612
H 2.070 -3.861 0.598
H -1.510 -3.297 -0.799
H -0.676 -4.614 -1.546
H -0.818 -5.777 0.405
H 0.213 -4.632 1.207
H -1.879 -4.899 2.348
H -2.796 -4.394 0.873
H -0.811 -2.423 3.543
C -3.767 4.473 0.589
N -2.408 4.170 0.059
O -1.503 4.010 0.853
O -2.305 4.101 -1.147
H -3.724 4.513 1.670
H -4.073 5.431 0.180
H -4.424 3.676 0.252
C -1.454 -2.753 -7.443
N -1.253 -2.650 -5.972
O -2.060 -2.016 -5.330
O -0.279 -3.215 -5.503
H -2.352 -2.206 -7.709
H -0.579 -2.324 -7.922
H -1.554 -3.807 -7.686
C 0.018 1.418 3.968
N 1.303 2.160 4.092
O 1.299 3.187 4.731
O 2.270 1.681 3.539
H -0.749 1.961 4.508
H -0.221 1.354 2.910
H 0.171 0.431 4.394
C -5.260 -0.482 -6.780
N -5.506 -0.774 -8.219
O -6.596 -0.515 -8.668
O -4.582 -1.258 -8.845
H -6.161 -0.059 -6.353
H -5.002 -1.420 -6.296
H -4.435 0.223 -6.727
C 5.736 -5.445 -3.033
N 5.979 -5.384 -1.566
O 5.213 -4.730 -0.884
O 6.933 -5.997 -1.146
H 4.856 -4.855 -3.261
H 6.616 -5.043 -3.525
H 5.587 -6.488 -3.295
C 1.580 -4.245 4.070
N 2.907 -4.649 3.548
O 3.780 -4.909 4.333
O 3.012 -4.681 2.331
H 1.610 -4.246 5.154
H 1.382 -3.251 3.683
H 0.852 -4.961 3.700
C -1.721 5.782 4.784
N -3.192 5.842 4.578
O -3.906 5.537 5.507
O -3.579 6.197 3.480
H -1.527 5.452 5.797
H -1.321 5.080 4.062
H -1.329 6.783 4.618
C 8.071 -8.396 0.716
N 8.069 -9.768 0.141
O 7.427 -10.621 0.719
O 8.708 -9.936 -0.874
H 7.462 -8.396 1.612
H 9.100 -8.137 0.946
H 7.661 -7.729 -0.036
C -4.267 9.831 4.308
N -2.924 9.300 4.656
O -2.636 9.200 5.830
O -2.199 8.997 3.728
H -4.798 10.054 5.227
H -4.120 10.728 3.714
H -4.782 9.064 3.737
C -3.986 11.975 -0.188
N -4.250 11.561 1.217
O -3.413 11.837 2.052
O -5.289 10.975 1.430
H -3.030 12.483 -0.223
H -3.974 11.074 -0.795
H -4.793 12.636 -0.489
*
```

Q: Which HOMO values were calculated for the entries above? A: -9.880 -11.763 -12.136, in eV.